Molecular formula: C37H44CsF6N5O8S3Si
Method: DFT, the ωB97M-V functional and the def2-TZVPD basis

Structure (ORCA input):
```
! wB97M-V def2-TZVPD RIJCOSX def2/J DEFGRID3
* xyz -2 1
Cs 0.093 0.513 0.482
F -1.805 6.056 1.375
C -1.519 4.835 1.834
F -0.192 4.732 1.941
F -2.043 4.724 3.059
S -2.222 3.508 0.769
O -1.756 2.284 1.371
O -3.631 3.770 0.756
N -1.472 3.926 -0.549
S -1.288 3.098 -1.868
O -0.937 1.714 -1.667
O -2.237 3.411 -2.899
C 0.263 3.905 -2.437
F 0.127 5.232 -2.522
F 1.278 3.643 -1.612
F 0.574 3.446 -3.651
C -0.610 -3.739 3.333
C -1.934 -4.077 3.581
C -2.943 -3.387 2.937
C -2.624 -2.348 2.050
N -1.343 -2.059 1.788
C -0.379 -2.723 2.416
C -3.670 -1.533 1.370
C -4.892 -1.362 2.032
C -5.904 -0.621 1.440
C -5.671 -0.050 0.191
C -4.438 -0.221 -0.430
C -3.371 -0.965 0.113
H 0.214 -4.241 3.822
H -2.178 -4.880 4.269
H -3.981 -3.651 3.100
H 0.637 -2.414 2.168
H -5.050 -1.767 3.030
H -6.846 -0.467 1.956
H -6.450 0.545 -0.280
H -4.299 0.280 -1.392
N 2.698 -1.361 -4.390
C 4.095 -1.458 -4.261
C 4.740 -2.678 -4.393
C 6.122 -2.753 -4.275
C 6.858 -1.617 -3.981
C 6.204 -0.401 -3.812
C 4.834 -0.311 -3.989
S 3.996 1.240 -3.910
N 2.425 0.801 -3.459
C 1.980 -0.349 -3.755
C 0.535 -0.673 -3.517
C -0.393 -0.397 -4.504
C -1.725 -0.700 -4.246
C -2.056 -1.238 -3.019
C -1.047 -1.468 -2.090
N 0.241 -1.215 -2.335
H 2.212 -2.244 -4.411
H 4.155 -3.571 -4.583
H 6.616 -3.710 -4.387
H 7.931 -1.675 -3.856
H 6.759 0.490 -3.544
H -0.082 0.075 -5.427
H -2.490 -0.477 -4.980
H -3.077 -1.424 -2.715
H -1.345 -1.781 -1.091
C 2.538 0.067 4.828
C 3.689 -0.908 4.591
C 3.149 -2.334 4.469
C 4.694 -0.825 5.734
O 4.401 -0.548 3.418
Si 3.839 -0.738 1.850
O 2.305 -0.531 1.669
O 4.844 0.266 0.970
C 4.966 1.675 1.033
C 5.923 2.030 2.171
C 5.554 2.112 -0.306
C 3.617 2.362 1.257
O 4.412 -2.251 1.443
C 4.381 -2.857 0.166
C 4.268 -4.361 0.407
C 3.189 -2.385 -0.665
C 5.690 -2.529 -0.550
H 1.992 -0.196 5.738
H 1.860 0.049 3.974
H 2.928 1.083 4.934
H 2.663 -2.643 5.399
H 3.966 -3.022 4.240
H 2.422 -2.390 3.658
H 4.221 -1.068 6.689
H 5.105 0.185 5.790
H 5.517 -1.521 5.558
H 6.889 1.549 2.001
H 5.526 1.664 3.118
H 6.068 3.112 2.229
H 6.504 1.598 -0.473
H 5.726 3.192 -0.324
H 4.874 1.853 -1.118
H 3.174 2.041 2.202
H 2.910 2.116 0.462
H 3.750 3.447 1.278
H 3.329 -4.583 0.918
H 5.093 -4.693 1.041
H 4.298 -4.914 -0.536
H 2.255 -2.527 -0.121
H 3.151 -2.944 -1.602
H 3.275 -1.320 -0.898
H 6.535 -2.872 0.053
H 5.773 -1.448 -0.677
H 5.731 -3.008 -1.532
*
```

Computed properties:
* gap between HOMO and LUMO: 4.93 eV
* highest occupied orbital energy: -1.3 eV
* ΔE to the lowest compared entry with this formula, charge and spin: 1.982 eV
* LUMO level: 3.6 eV

---

Molecular formula: C37H44N2RuSSb2Se2
Method: DFT, the ωB97M-V functional and the def2-TZVPD basis

Structure (ORCA input):
```
! wB97M-V def2-TZVPD RIJCOSX def2/J DEFGRID3
* xyz 3 2
Ru -0.081 -0.252 0.233
C -3.049 -2.104 -0.721
Se -2.160 -1.539 0.915
C -3.373 -0.069 1.408
C -3.049 1.226 0.703
Se -1.203 1.765 1.090
C -1.136 3.267 -0.143
H -4.068 -2.369 -0.447
H -2.527 -2.991 -1.071
H -3.024 -1.318 -1.467
H -3.293 0.018 2.490
H -4.378 -0.414 1.166
H -3.701 2.035 1.036
H -3.119 1.138 -0.381
H -1.240 2.935 -1.170
H -0.187 3.774 0.010
H -1.954 3.920 0.152
C 3.595 0.180 2.194
C 2.961 1.308 3.019
C 1.772 0.824 3.837
Sb 0.397 -0.532 2.892
C 1.016 -2.427 3.565
C 1.089 -3.546 2.747
C 1.441 -4.775 3.290
C 1.721 -4.885 4.644
C 1.640 -3.767 5.466
C 1.283 -2.540 4.931
C -1.285 -0.282 4.140
C -1.659 0.975 4.610
C -2.735 1.094 5.481
C -3.435 -0.036 5.879
C -3.059 -1.291 5.415
C -1.983 -1.420 4.550
Sb 2.598 0.005 0.324
C 2.498 -2.063 -0.054
C 3.413 -3.038 0.321
C 3.126 -4.375 0.079
C 1.921 -4.749 -0.510
C 0.989 -3.785 -0.868
C 1.293 -2.445 -0.648
C 4.004 0.769 -1.034
C 4.400 -0.032 -2.099
C 5.429 0.398 -2.925
C 6.046 1.619 -2.690
C 5.640 2.418 -1.629
C 4.616 1.996 -0.794
H 3.506 -0.782 2.706
H 4.648 0.341 1.968
H 2.641 2.136 2.378
H 3.700 1.737 3.698
H 1.180 1.662 4.202
H 2.091 0.245 4.706
H 0.868 -3.477 1.688
H 1.493 -5.649 2.654
H 1.994 -5.843 5.064
H 1.848 -3.853 6.524
H 1.197 -1.686 5.594
H -1.133 1.871 4.304
H -3.019 2.069 5.855
H -4.267 0.058 6.564
H -3.595 -2.173 5.742
H -1.675 -2.408 4.226
H 4.349 -2.770 0.797
H 3.848 -5.135 0.348
H 1.715 -5.795 -0.695
H 0.061 -4.073 -1.346
H 0.635 -1.692 -1.124
H 3.932 -0.996 -2.263
H 5.763 -0.225 -3.745
H 6.855 1.946 -3.331
H 6.126 3.367 -1.448
H 4.313 2.628 0.033
C -0.940 0.466 -6.881
C -0.177 -0.043 -5.712
C 0.971 -0.802 -5.772
C 1.584 -1.198 -4.585
N 1.087 -0.854 -3.379
C -0.011 -0.152 -3.332
S -0.819 0.382 -1.868
N -0.635 0.255 -4.474
C 2.824 -2.020 -4.594
H -0.498 0.115 -7.809
H -0.937 1.558 -6.886
H -1.977 0.128 -6.838
H 1.386 -1.079 -6.730
H -1.481 0.807 -4.383
H 3.096 -2.333 -5.598
H 2.689 -2.898 -3.961
H 3.642 -1.433 -4.172
*
```

Computed properties:
* gap between HOMO and LUMO (alpha / beta): 7.10 / 6.07 eV
* <S²>: 0.7614
* highest occupied orbital energy (alpha / beta): -16.0 / -16.0 eV
* ΔE to the lowest compared entry with this formula, charge and spin: 0.000 eV
* LUMO level (alpha / beta): -8.9 / -9.9 eV

---

Molecular formula: C37H45BF3N9O5ReS2
Method: DFT, the ωB97M-V functional and the def2-TZVPD basis

Structure (ORCA input):
```
! wB97M-V def2-TZVPD RIJCOSX def2/J DEFGRID3
* xyz 0 4
Re -0.241 -0.137 -0.274
C -0.493 2.030 2.857
C 0.831 1.854 2.194
C 2.067 2.350 2.627
C 2.991 1.902 1.700
C 4.462 2.131 1.649
N 2.326 1.177 0.783
N 1.001 1.155 1.078
B 2.837 0.491 -0.499
N 2.620 -1.030 -0.425
N 1.350 -1.521 -0.332
C 1.458 -2.854 -0.215
C 0.324 -3.787 0.039
C 2.804 -3.213 -0.285
C 3.509 -2.031 -0.419
C 4.979 -1.816 -0.536
N 2.077 1.044 -1.703
N 0.711 0.939 -1.803
C 0.354 1.620 -2.906
C -1.021 1.766 -3.437
C 1.494 2.162 -3.500
C 2.557 1.783 -2.714
C 4.006 2.093 -2.882
H -0.695 3.087 3.028
H -1.302 1.620 2.257
H -0.494 1.540 3.833
H 2.258 2.958 3.494
H 4.770 2.715 2.514
H 5.016 1.192 1.656
H 4.751 2.675 0.750
H 4.000 0.710 -0.622
H -0.441 -3.334 0.662
H -0.166 -4.093 -0.886
H 0.711 -4.684 0.521
H 3.208 -4.208 -0.225
H 5.490 -2.776 -0.519
H 5.232 -1.309 -1.467
H 5.363 -1.209 0.284
H -1.793 1.533 -2.718
H -1.160 2.792 -3.777
H -1.160 1.107 -4.295
H 1.526 2.751 -4.399
H 4.149 2.648 -3.807
H 4.383 2.700 -2.059
H 4.606 1.185 -2.929
O -2.202 -0.857 -2.912
S -3.629 -2.134 -0.715
N -2.071 -2.108 -0.757
F 1.963 -5.763 -6.741
C 0.838 -5.114 -7.084
F -0.054 -6.062 -7.446
F 1.117 -4.433 -8.216
C 0.324 -4.229 -6.000
C 0.921 -4.204 -4.736
C 0.416 -3.392 -3.750
C -0.717 -2.571 -3.998
C -1.301 -2.597 -5.293
C -0.783 -3.417 -6.263
C -1.210 -1.732 -3.015
C -1.349 -1.347 -1.659
H 1.785 -4.821 -4.534
H 0.898 -3.351 -2.783
H -2.162 -1.978 -5.501
H -1.240 -3.440 -7.245
C -3.179 -0.820 2.840
N -1.915 -1.056 3.517
C -2.034 -1.277 4.950
C -0.697 -1.149 5.643
C 0.303 -1.980 4.871
N 0.358 -1.529 3.488
C 1.622 -1.766 2.820
C -0.771 -1.186 2.818
O -0.785 -0.998 1.576
H -3.629 0.101 3.213
H -3.859 -1.653 3.034
H -3.032 -0.723 1.773
H -2.461 -2.272 5.123
H -2.752 -0.550 5.334
H -0.774 -1.483 6.677
H -0.368 -0.108 5.652
H 0.034 -3.043 4.911
H 1.307 -1.884 5.285
H 2.420 -1.316 3.412
H 1.621 -1.312 1.842
H 1.817 -2.837 2.714
C -4.158 6.640 2.905
C -3.900 5.377 2.137
C -2.655 5.113 1.580
C -2.419 3.944 0.869
C -3.435 3.018 0.714
C -4.691 3.271 1.249
C -4.915 4.438 1.955
S -3.210 1.538 -0.232
O -3.962 0.476 0.399
O -3.592 1.864 -1.579
O -1.720 1.330 -0.085
H -3.243 7.217 3.032
H -4.564 6.426 3.894
H -4.883 7.272 2.388
H -1.853 5.832 1.700
H -1.449 3.752 0.429
H -5.485 2.547 1.125
H -5.895 4.624 2.377
*
```

Computed properties:
* gap between HOMO and LUMO (alpha / beta): 5.76 / 6.70 eV
* <S²>: 3.8325
* highest occupied orbital energy (alpha / beta): -5.8 / -7.2 eV
* ΔE to the lowest compared entry with this formula, charge and spin: 1.522 eV
* LUMO level (alpha / beta): -0.1 / -0.5 eV